# 1
{
  "formula": "C36H45N9",
  "method": "wB97M-V/def2-TZVPD",
  "symbols": ["N", "C", "C", "C", "C", "H", "H", "H", "H", "H", "N", "C", "C", "C", "C", "H", "H", "H", "H", "H", "N", "C", "C", "C", "C", "H", "H", "H", "H", "H", "N", "C", "C", "C", "C", "H", "H", "H", "H", "H", "N", "C", "C", "C", "C", "H", "H", "H", "H", "H", "N", "C", "C", "C", "C", "H", "H", "H", "H", "H", "N", "C", "C", "C", "C", "H", "H", "H", "H", "H", "N", "C", "C", "C", "C", "H", "H", "H", "H", "H", "N", "C", "C", "C", "C", "H", "H", "H", "H", "H"],
  "xyz": [[9.207876, 10.542266, 8.970546], [10.093317, 11.153828, 8.153271], [10.961149, 10.169621, 7.748399], [10.540299, 8.911913, 8.394509], [9.490096, 9.226960, 9.151962], [8.489855, 11.099448, 9.446924], [10.050603, 12.179213, 7.932030], [11.738395, 10.279175, 7.017999], [10.931543, 7.942930, 8.344018], [8.819160, 8.614397, 9.762836], [13.684859, 8.988400, 9.804226], [13.837490, 8.010955, 10.686509], [15.040919, 8.180153, 11.287480], [15.712206, 9.306979, 10.694556], [14.794402, 9.763625, 9.826457], [12.790109, 9.348111, 9.492174], [13.073157, 7.287263, 10.938646], [15.520414, 7.399897, 11.880352], [16.744022, 9.713571, 10.831431], [14.809748, 10.616299, 9.115392], [18.227818, 9.862546, 14.790965], [17.414975, 9.353368, 15.814020], [17.331939, 10.326116, 16.806611], [17.984245, 11.431325, 16.342455], [18.500408, 11.193835, 15.069232], [18.159141, 9.518847, 13.819305], [17.076663, 8.350112, 15.735443], [16.973560, 10.050818, 17.788924], [18.050622, 12.361717, 16.886059], [19.043786, 11.829365, 14.402292], [9.578975, 10.349166, 17.112970], [9.379904, 11.305777, 18.038693], [10.603961, 11.829967, 18.404868], [11.566736, 11.225965, 17.525175], [10.900782, 10.297905, 16.774109], [8.851698, 9.725374, 16.790063], [8.409864, 11.561822, 18.388659], [10.776838, 12.586003, 19.141498], [12.634635, 11.516274, 17.524673], [11.315731, 9.568357, 16.042342], [10.655406, 12.536372, 14.505717], [9.582817, 13.430195, 14.326713], [9.655288, 13.994877, 13.043781], [10.728883, 13.317973, 12.429947], [11.334790, 12.498264, 13.315437], [10.911466, 12.103806, 15.318470], [8.934706, 13.557300, 15.127030], [8.958335, 14.712759, 12.651115], [11.096252, 13.481810, 11.427898], [12.158398, 11.805649, 13.156393], [9.964930, 7.258263, 18.760179], [9.721882, 6.031370, 19.292067], [9.349475, 6.164486, 20.597628], [9.152462, 7.559682, 20.817739], [9.520559, 8.206039, 19.647067], [10.348442, 7.384611, 17.832494], [10.060270, 5.235889, 18.662539], [9.201810, 5.332610, 21.295203], [8.875255, 8.130640, 21.703842], [9.636489, 9.225158, 19.332096], [9.829922, 9.339957, 13.961882], [9.573292, 8.181853, 14.622061], [8.234682, 8.044243, 14.740209], [7.644380, 9.218380, 14.189737], [8.715010, 9.988651, 13.754394], [10.777305, 9.602443, 13.695323], [10.382518, 7.593227, 15.020274], [7.678950, 7.303455, 15.309310], [6.637219, 9.496772, 14.258085], [8.763605, 10.882018, 13.232403], [13.002523, 8.784033, 19.589615], [12.880500, 7.458725, 19.965049], [14.084053, 6.903426, 19.788750], [15.018231, 7.970243, 19.440083], [14.285306, 9.128949, 19.329656], [12.200122, 9.323366, 19.520541], [11.857499, 7.161068, 20.185742], [14.278871, 5.814980, 19.923375], [16.081584, 7.953237, 19.457033], [14.517225, 10.183223, 19.245446], [13.513798, 8.075569, 16.456722], [13.735786, 9.064908, 15.516203], [13.270172, 8.622527, 14.266898], [12.830052, 7.305980, 14.469095], [12.967222, 6.980295, 15.827001], [13.815390, 8.230340, 17.390368], [14.144494, 10.003633, 15.799106], [13.264454, 9.134723, 13.309783], [12.623512, 6.568216, 13.699125], [12.835568, 6.059340, 16.392990]],
  "forces_ev_per_a": [[-1.65, 1.79, 1.24], [0.87, -2.02, -0.18], [-0.12, -1.14, 0.17], [1.16, 2.03, -1.14], [-2.08, -0.05, 1.13], [0.49, -0.88, -0.20], [-0.10, 0.98, -0.23], [0.26, 0.02, -0.05], [0.73, -1.03, -0.39], [0.50, 0.28, -0.25], [-1.04, 1.34, -0.91], [-0.38, -1.35, 1.75], [2.04, -1.26, 0.40], [0.64, -0.51, 0.70], [-0.17, 2.72, -2.39], [0.13, -0.28, -0.29], [0.04, 0.11, -0.30], [-0.27, 0.49, 0.20], [-1.26, -0.59, 0.00], [0.19, -0.64, 0.78], [-1.44, 0.32, -0.41], [1.35, 1.16, -0.48], [-0.69, -3.36, -0.31], [1.28, 2.34, -1.11], [-0.65, -0.84, 1.40], [0.27, 0.20, 1.08], [-0.29, -0.53, 0.17], [-0.24, 0.57, -0.03], [0.22, 0.06, -0.12], [0.11, 0.07, -0.17], [-0.16, -0.34, -0.67], [0.72, 0.55, 1.00], [-0.28, -0.22, -1.15], [0.67, 0.74, 1.15], [0.82, -1.24, -0.79], [0.18, 0.07, -0.40], [-0.55, -0.07, 0.25], [0.03, 0.28, 0.09], [-0.82, -0.58, -0.22], [-0.60, 0.82, 0.82], [-2.00, 2.72, -3.70], [2.06, -0.34, -1.22], [-0.33, -1.52, 2.07], [0.40, 0.91, -1.43], [0.50, -1.23, 0.72], [0.58, -1.32, 2.42], [-1.10, 0.48, 1.15], [0.05, 0.02, -0.15], [-0.08, -0.04, -0.03], [-0.08, 0.36, 0.14], [-1.27, 0.05, 0.03], [1.54, -0.21, -0.56], [-0.78, -0.37, 0.48], [0.47, 0.95, -0.42], [0.82, -0.23, -0.11], [-0.25, 0.30, 0.22], [-0.19, -0.82, 0.29], [-0.07, 0.57, -0.37], [-0.06, -0.60, -0.18], [-0.26, 0.34, 0.48], [2.65, -1.31, 0.58], [1.06, -1.03, 0.28], [-1.49, 0.28, 0.83], [1.78, 0.07, 0.18], [-2.59, 0.02, -0.53], [-0.58, 0.15, 0.11], [-0.02, -0.18, -0.29], [0.35, -0.06, -0.29], [-1.14, 0.32, -0.24], [-0.25, 1.67, -0.75], [0.10, -1.29, 1.04], [-1.53, 1.74, -1.10], [2.12, -1.42, 0.24], [-0.73, -0.30, 0.39], [-0.13, -0.20, 0.36], [-1.34, 1.56, -0.15], [0.64, -0.55, 0.08], [0.14, 1.22, -0.05], [0.54, -0.34, -0.29], [0.33, -0.29, -0.29], [-0.07, 0.85, -2.52], [-1.04, -0.92, -0.70], [0.49, 0.44, 1.19], [0.15, -1.41, 0.91], [0.40, 0.39, -0.23], [0.11, -0.49, 0.94], [0.29, 0.49, 0.20], [0.31, 0.01, 0.33], [-0.38, 0.29, 0.17], [-0.07, 0.26, -0.39]],
  "smiles": "c1cc[nH]c1.c1cc[nH]c1.c1cc[nH]c1.c1cc[nH]c1.c1cc[nH]c1.c1cc[nH]c1.c1cc[nH]c1.c1cc[nH]c1.c1cc[nH]c1",
  "e_lumo_ha": 0.0234,
  "charge": 0,
  "homo_ev": -8.066,
  "gap_ev": 8.70
}

---

# 2
{
  "formula": "C36H31AsN2PtS2",
  "method": "wB97M-V/def2-TZVPD",
  "symbols": ["Pt", "C", "C", "C", "C", "C", "C", "C", "C", "C", "C", "H", "H", "H", "H", "H", "H", "H", "H", "H", "H", "H", "H", "H", "H", "S", "C", "C", "C", "C", "N", "C", "C", "C", "S", "C", "N", "H", "H", "C", "C", "C", "C", "C", "C", "As", "C", "C", "C", "C", "C", "C", "C", "C", "C", "C", "C", "C", "H", "H", "H", "H", "H", "H", "H", "H", "H", "H", "H", "H", "H", "H", "H"],
  "xyz": [[0.771409, 0.138277, 0.321647], [5.419647, 1.806832, -1.164412], [3.935774, 2.191825, -1.240640], [3.793228, 3.689925, -1.528357], [3.159327, 1.747213, -0.023736], [2.025738, 2.453185, 0.435138], [1.424640, 2.153899, 1.664056], [1.888488, 1.079817, 2.453674], [1.378323, 0.857561, 3.840976], [2.931485, 0.293921, 1.926769], [3.553909, 0.624623, 0.726721], [5.950501, 2.238429, -2.008780], [5.570538, 0.730165, -1.200857], [5.867860, 2.193394, -0.251179], [3.513913, 1.660431, -2.113275], [4.103418, 4.275835, -0.666096], [2.774002, 3.960332, -1.792025], [4.429081, 3.960343, -2.367187], [1.669353, 3.309060, -0.116423], [0.665286, 2.815943, 2.061449], [0.492321, 0.212970, 3.855272], [1.105061, 1.807267, 4.295581], [2.144566, 0.383284, 4.450604], [3.319304, -0.527176, 2.512404], [4.395341, 0.030978, 0.404755], [1.423407, -2.213932, 0.141222], [1.785943, -2.351248, -1.537695], [2.321473, -3.576881, -1.945891], [2.611790, -3.823444, -3.276226], [3.111986, -5.091358, -3.669532], [3.504092, -6.116182, -3.991704], [2.390675, -2.806336, -4.237462], [1.891368, -1.578320, -3.834982], [1.574261, -1.325797, -2.496866], [0.949294, 0.242207, -2.131500], [2.683958, -3.043895, -5.604384], [2.921163, -3.241143, -6.705525], [2.502087, -4.339517, -1.204300], [1.731281, -0.796679, -4.561095], [-3.499039, -3.745594, 2.914004], [-2.120019, -3.629429, 2.831547], [-1.554082, -2.551600, 2.169983], [-2.373822, -1.569355, 1.636898], [-3.762715, -1.682988, 1.714958], [-4.319988, -2.776944, 2.353442], [-1.665601, 0.023431, 0.764865], [-2.389019, 1.530110, 1.735488], [-2.922772, 1.403500, 3.015141], [-3.431356, 2.523392, 3.652376], [-3.392630, 3.762283, 3.030998], [-2.833799, 3.892736, 1.767175], [-2.314561, 2.782701, 1.127920], [-2.721631, -0.099488, -0.867055], [-2.446800, -1.169589, -1.717049], [-3.246422, -1.392240, -2.823054], [-4.314818, -0.546711, -3.083970], [-4.573966, 0.529932, -2.249688], [-3.790027, 0.749411, -1.128270], [-3.936271, -4.599276, 3.408910], [-1.484582, -4.373849, 3.281908], [-0.477104, -2.463130, 2.074764], [-4.398620, -0.911860, 1.284031], [-5.394233, -2.876716, 2.403053], [-2.958514, 0.433135, 3.499207], [-3.865946, 2.424108, 4.635151], [-3.787582, 4.631581, 3.533854], [-2.805794, 4.852983, 1.277092], [-1.862165, 2.865552, 0.141875], [-1.619317, -1.837314, -1.487769], [-3.050217, -2.235644, -3.465806], [-4.955784, -0.736543, -3.931865], [-5.395892, 1.195936, -2.461006], [-4.020206, 1.571671, -0.459245]],
  "forces_ev_per_a": [[1.45, -0.63, -1.15], [-0.20, -0.07, 0.12], [0.06, -0.04, -0.36], [-0.11, -0.19, 0.13], [0.36, -0.25, -0.09], [-0.24, -0.07, -0.09], [-0.33, -0.12, -0.23], [-0.26, -0.48, -0.01], [-0.23, -0.14, 0.15], [-0.19, 0.11, 0.10], [-0.05, 0.37, -0.27], [0.00, 0.00, -0.04], [0.07, -0.05, -0.01], [0.11, 0.04, 0.07], [-0.12, -0.04, 0.21], [0.05, 0.14, 0.07], [-0.08, 0.10, -0.05], [0.00, 0.00, -0.02], [-0.03, 0.06, -0.05], [-0.13, -0.07, -0.05], [0.12, 0.10, 0.01], [-0.02, 0.01, 0.07], [-0.03, 0.00, 0.06], [-0.06, -0.14, 0.02], [0.02, -0.06, -0.07], [-1.10, 2.23, 0.57], [0.18, 0.56, -1.56], [-0.23, 0.22, 0.01], [-0.30, 0.86, -0.01], [0.05, -0.02, -0.04], [0.19, -0.49, -0.11], [-0.04, -0.08, 0.90], [-0.22, -0.08, 0.18], [0.47, -1.52, 0.38], [-0.53, 0.12, 2.34], [0.03, 0.01, -0.06], [0.10, -0.06, -0.54], [0.02, -0.21, 0.02], [-0.01, 0.02, -0.22], [0.08, -0.02, 0.00], [-0.06, -0.05, -0.05], [0.21, 0.31, 0.10], [0.58, 0.01, 0.17], [0.04, 0.52, -0.18], [0.06, 0.01, -0.08], [-1.17, -0.61, -0.47], [0.75, 0.12, -0.01], [0.10, -0.46, -0.07], [-0.06, 0.00, 0.02], [0.04, -0.03, -0.01], [0.04, 0.02, -0.09], [0.17, -0.16, -0.29], [0.52, 0.10, -0.13], [0.23, 0.01, 0.22], [0.06, -0.09, 0.16], [-0.05, 0.11, 0.01], [-0.07, -0.13, -0.02], [0.21, 0.32, 0.30], [-0.04, -0.05, 0.07], [0.08, -0.15, 0.00], [-0.09, -0.09, 0.13], [0.02, -0.18, 0.06], [-0.05, 0.02, 0.02], [-0.03, 0.07, 0.01], [-0.02, -0.01, 0.08], [-0.06, 0.06, 0.04], [0.01, 0.12, -0.02], [-0.11, 0.15, 0.05], [-0.06, -0.01, -0.12], [0.03, -0.08, -0.08], [0.00, 0.03, -0.10], [-0.11, 0.03, 0.00], [0.00, -0.04, -0.11]],
  "e_lumo_ha": [-0.3329, -0.3322],
  "charge": 2,
  "homo_ev": [-13.883, -13.894],
  "gap_ev": [4.82, 4.85]
}

---

# 3
{
  "formula": "CH5NSi2",
  "method": "wB97M-V/def2-TZVPD",
  "symbols": ["C", "N", "Si", "Si", "H", "H", "H", "H", "H"],
  "xyz": [[2.043925, 0.015266, 0.236956], [3.052881, 0.435866, 0.582856], [-1.415093, 0.825915, -0.084501], [0.379778, -0.603884, -0.277028], [-1.471794, 1.718285, -1.245725], [-2.648151, 0.041146, -0.052813], [-1.322133, 1.657385, 1.108272], [0.589694, -1.361664, -1.507928], [0.790891, -2.728312, 1.239914]],
  "forces_ev_per_a": [[-0.86, 0.09, -0.30], [0.58, 0.19, 0.19], [-0.27, 0.26, -0.02], [1.03, -1.95, 1.27], [0.11, 0.06, -0.27], [-0.13, -0.25, 0.01], [0.15, 0.05, 0.35], [-0.12, 0.06, -0.27], [-0.50, 1.48, -0.96]],
  "e_lumo_ha": [-0.0582, -0.0433],
  "charge": 0,
  "homo_ev": [-10.327, -8.781],
  "gap_ev": [8.74, 7.60]
}